This record from OMol25 describes C31H50O3OsP2 as an isolated structure at a distorted geometry. The level of theory is ωB97M-V with the def2-TZVPD basis set.

Its net charge is +2. Its spin multiplicity is 5. The value obtained for the total energy is -2209.6753 Eh. The highest occupied orbital energy (spin up / spin down) comes out at -0.4597 / -0.4993 Ha. For the molecular weight, the calculation gives 722.9 g mol⁻¹. The calculation puts the energy above the lowest of the compared OMol25 structures with the same formula, charge and spin at 0.0 kcal/mol.

CARTESIAN COORDINATES (ANGSTROEM)
Os1 -0.057 -0.027 0.431
C1 -1.239 -0.069 2.191
C2 -0.253 -1.086 2.427
C3 0.886 0.908 2.035
C4 -0.540 1.194 2.050
C5 1.045 -0.505 2.280
C6 -2.710 -0.244 2.434
H1 -3.046 -1.221 2.066
H2 -3.284 0.553 1.954
H3 -2.903 -0.203 3.516
C7 -1.112 2.558 2.247
H4 -2.208 2.546 2.268
H5 -0.780 3.233 1.444
H6 -0.765 2.993 3.199
C8 1.988 1.919 2.092
H7 2.319 2.072 3.130
H8 1.652 2.882 1.693
H9 2.850 1.575 1.506
C9 2.337 -1.167 2.669
H10 2.479 -1.123 3.760
H11 3.190 -0.659 2.210
H12 2.341 -2.224 2.378
C10 -0.539 -2.454 2.982
H13 -0.792 -2.430 4.058
H14 0.328 -3.116 2.873
H15 -1.390 -2.917 2.467
C11 -0.834 -3.292 -1.520
C12 -1.453 -3.528 -0.342
C13 -1.568 -4.911 0.220
C14 -0.290 -5.581 0.800
C15 0.981 -4.792 0.664
C16 1.569 -4.593 -0.499
C17 1.009 -5.133 -1.782
C18 -0.252 -4.415 -2.325
H16 -1.977 -5.579 -0.553
H17 -0.177 -6.566 0.319
H18 -2.315 -4.888 1.026
H19 -1.031 -5.179 -2.471
H20 -0.834 -2.312 -2.011
H21 -2.016 -2.762 0.200
H22 -0.008 -4.027 -3.324
H23 1.793 -5.100 -2.552
H24 2.547 -4.099 -0.595
H25 0.770 -6.201 -1.666
H26 -0.461 -5.805 1.865
H27 1.434 -4.484 1.617
P1 -2.089 0.530 -1.046
C19 -2.892 2.107 -0.497
H28 -3.660 2.404 -1.224
H29 -2.153 2.917 -0.441
H30 -3.363 1.983 0.483
C20 -1.917 0.845 -2.842
H31 -2.846 1.293 -3.220
H32 -1.730 -0.094 -3.372
H33 -1.101 1.554 -3.025
C21 -3.597 -0.520 -1.049
H34 -3.406 -1.444 -1.604
H35 -4.426 0.022 -1.523
H36 -3.886 -0.768 -0.024
P2 1.942 -0.105 -1.256
C22 3.451 -0.813 -0.467
H37 4.163 -1.167 -1.224
H38 3.169 -1.647 0.185
H39 3.940 -0.026 0.124
C23 1.836 -0.897 -2.909
H40 1.948 -1.985 -2.829
H41 2.621 -0.502 -3.565
H42 0.864 -0.659 -3.352
C24 2.735 1.481 -1.798
H43 3.690 1.274 -2.294
H44 2.906 2.098 -0.907
H45 2.057 2.007 -2.482
O1 -1.600 5.141 -1.692
C25 -0.585 5.541 -0.912
C26 -0.514 6.839 -0.372
C27 0.587 7.174 0.410
C28 1.620 6.265 0.672
C29 1.555 4.981 0.123
C30 0.482 4.640 -0.702
C31 0.261 3.302 -1.298
O2 -0.203 3.268 -2.488
O3 0.526 2.295 -0.563
H46 -1.183 4.416 -2.297
H47 -1.323 7.539 -0.582
H48 0.644 8.178 0.824
H49 2.459 6.553 1.306
H50 2.335 4.245 0.296



This record from OMol25 describes C31H29N2O5PPdS as an isolated structure. The level of theory is ωB97M-V with the def2-TZVPD basis set.

Its net charge is -2. The value obtained for the total energy is -2551.9394 Eh. The highest occupied orbital energy comes out at -0.0230 Ha. For the molecular weight, the calculation gives 679.0 g mol⁻¹. The calculation puts the energy above the lowest of the compared OMol25 structures with the same formula, charge and spin at 16.9 kcal/mol.

CARTESIAN COORDINATES (ANGSTROEM)
Pd1 0.475 -0.601 0.194
O1 -0.320 -0.339 -2.892
S1 -0.297 -1.786 -2.681
O2 -0.920 -2.536 -3.769
O3 -0.770 -2.223 -1.370
C1 1.463 -2.251 -2.823
C2 1.716 -3.290 -3.718
C3 3.008 -3.691 -4.019
C4 4.075 -3.019 -3.443
C5 3.828 -1.994 -2.546
C6 2.534 -1.608 -2.186
P1 2.292 -0.322 -0.849
C7 3.758 -0.648 0.219
C8 4.262 0.397 1.000
C9 5.218 0.172 1.978
C10 5.685 -1.115 2.219
C11 5.171 -2.167 1.473
C12 4.219 -1.937 0.491
C13 2.884 1.089 -1.881
C14 1.890 1.826 -2.531
C15 2.218 2.886 -3.364
C16 3.546 3.248 -3.552
C17 4.542 2.528 -2.905
C18 4.214 1.459 -2.082
H1 0.865 -3.760 -4.191
H2 3.178 -4.506 -4.713
H3 5.097 -3.294 -3.685
H4 4.670 -1.483 -2.096
H5 3.871 1.398 0.851
H6 5.587 1.000 2.573
H7 6.417 -1.297 2.996
H8 5.499 -3.181 1.675
H9 3.804 -2.774 -0.057
H10 0.857 1.536 -2.377
H11 1.431 3.440 -3.863
H12 3.801 4.084 -4.192
H13 5.583 2.803 -3.046
H14 5.008 0.906 -1.593
N1 -1.490 1.893 0.616
C19 -2.100 2.215 -0.537
C20 -1.802 3.538 -0.786
C21 -0.984 3.915 0.291
N2 -0.793 2.907 1.135
H15 -1.453 0.962 1.035
H16 -2.644 1.480 -1.106
H17 -2.101 4.130 -1.635
H18 -0.517 4.869 0.478
C22 -0.949 1.462 8.305
C23 -0.696 0.896 6.928
C24 0.150 1.540 6.035
C25 0.405 1.024 4.767
C26 1.332 1.713 3.804
C27 -0.205 -0.174 4.396
C28 -1.056 -0.840 5.277
C29 -1.687 -2.140 4.852
C30 -1.296 -0.295 6.534
C31 0.099 -0.776 3.034
O4 1.036 -1.563 2.949
O5 -0.668 -0.368 2.101
H19 -0.629 2.503 8.364
H20 -0.402 0.901 9.069
H21 -2.010 1.418 8.563
H22 0.617 2.476 6.330
H23 1.622 2.700 4.172
H24 0.857 1.833 2.828
H25 2.233 1.111 3.655
H26 -2.108 -2.047 3.850
H27 -2.473 -2.449 5.543
H28 -0.930 -2.926 4.806
H29 -1.969 -0.806 7.219



This record from OMol25 describes C44H55Cl2MnN2O3P as an isolated structure at a distorted geometry. The level of theory is ωB97M-V with the def2-TZVPD basis set.

Its net charge is +1. Its spin multiplicity is 5. The value obtained for the total energy is -4457.5158 Eh. The highest occupied orbital energy (spin up / spin down) comes out at -0.3699 / -0.3699 Ha. For the molecular weight, the calculation gives 816.8 g mol⁻¹. The calculation puts the energy above the lowest of the compared OMol25 structures with the same formula, charge and spin at 0.0 kcal/mol.

CARTESIAN COORDINATES (ANGSTROEM)
Mn1 0.788 0.402 1.117
C1 0.871 3.479 -3.804
C2 1.379 3.010 -2.439
C3 2.447 1.936 -2.576
C4 0.279 2.488 -1.562
C5 -0.745 1.670 -2.038
C6 -1.754 1.199 -1.200
C7 -2.863 0.333 -1.780
C8 -2.341 -0.810 -2.659
C9 -3.826 1.191 -2.615
C10 -1.749 1.598 0.151
C11 -0.784 2.521 0.621
C12 0.255 2.873 -0.231
C13 -1.091 3.423 1.814
C14 -1.924 4.591 1.258
C15 0.127 4.002 2.536
C16 -2.856 1.256 1.075
C17 -4.096 1.851 0.829
C18 -5.180 1.651 1.660
C19 -5.039 0.867 2.788
C20 -3.824 0.264 3.052
C21 -2.721 0.428 2.208
P1 -1.193 -0.549 2.544
C22 -1.763 -2.317 2.167
C23 -3.024 -2.801 2.884
C24 -0.593 -3.248 2.522
C25 -2.052 -2.364 0.660
C26 -0.741 -0.385 4.383
C27 -0.780 1.128 4.647
C28 -1.616 -1.087 5.421
C29 0.698 -0.909 4.545
H1 1.643 4.064 -4.304
H2 -0.011 4.111 -3.693
H3 0.617 2.636 -4.447
H4 1.828 3.869 -1.934
H5 2.021 1.041 -3.027
H6 2.850 1.670 -1.595
H7 3.266 2.283 -3.204
H8 -0.759 1.397 -3.087
H9 -3.422 -0.103 -0.951
H10 -2.052 -0.446 -3.645
H11 -3.119 -1.563 -2.794
H12 -1.479 -1.290 -2.203
H13 -3.273 1.793 -3.338
H14 -4.418 1.860 -1.994
H15 -4.514 0.545 -3.162
H16 0.995 3.583 0.115
H17 -1.703 2.877 2.533
H18 -1.339 5.154 0.530
H19 -2.207 5.266 2.066
H20 -2.834 4.241 0.772
H21 0.610 4.777 1.939
H22 0.865 3.244 2.766
H23 -0.188 4.466 3.470
H24 -4.202 2.491 -0.036
H25 -6.128 2.124 1.441
H26 -5.866 0.721 3.470
H27 -3.727 -0.337 3.943
H28 -2.966 -2.700 3.964
H29 -3.140 -3.865 2.661
H30 -3.916 -2.290 2.530
H31 -0.575 -3.462 3.591
H32 0.373 -2.817 2.251
H33 -0.707 -4.200 2.000
H34 -2.990 -1.854 0.435
H35 -2.149 -3.402 0.332
H36 -1.269 -1.889 0.078
H37 -1.808 1.495 4.652
H38 -0.216 1.662 3.883
H39 -0.331 1.347 5.617
H40 -2.653 -0.756 5.394
H41 -1.219 -0.824 6.404
H42 -1.577 -2.172 5.340
H43 1.338 -0.636 3.709
H44 0.723 -1.992 4.650
H45 1.140 -0.475 5.444
Cl1 1.272 -0.757 -5.290
C30 2.953 -0.488 -4.960
C31 3.704 0.255 -5.851
C32 5.044 0.483 -5.590
C33 5.608 0.015 -4.416
C34 4.848 -0.717 -3.519
Cl2 5.555 -1.128 -1.994
C35 3.502 -1.040 -3.794
N1 2.709 -1.805 -2.935
C36 3.081 -3.053 -2.440
C37 4.067 -3.787 -3.109
C38 4.467 -5.026 -2.660
C39 3.891 -5.571 -1.529
C40 2.893 -4.872 -0.880
C41 2.466 -3.616 -1.310
C42 1.299 -2.986 -0.563
C43 1.414 -1.551 -0.062
O1 2.277 -1.151 0.746
O2 0.488 -0.704 -0.404
H46 3.240 0.643 -6.747
H47 5.648 1.049 -6.286
H48 6.637 0.239 -4.169
H49 1.734 -1.551 -2.900
H50 4.494 -3.383 -4.017
H51 5.226 -5.570 -3.207
H52 4.209 -6.537 -1.161
H53 2.430 -5.317 -0.006
H54 1.135 -3.598 0.325
H55 0.398 -3.031 -1.183
O3 3.310 2.158 3.872
C44 2.522 1.731 3.126
N2 1.677 1.329 2.374



This record from OMol25 describes a 3-piece molecular cluster, C16H31I2N5O4P overall at a distorted geometry. The level of theory is ωB97M-V with the def2-TZVPD basis set.

Its net charge is +1. The value obtained for the total energy is -2139.3729 Eh. The highest occupied orbital energy comes out at -0.4010 Ha. For the molecular weight, the calculation gives 642.2 g mol⁻¹.

CARTESIAN COORDINATES (ANGSTROEM)
C1 4.814 0.838 1.235
C2 5.972 1.603 0.554
P1 6.489 1.155 -1.142
C3 7.424 -0.417 -0.972
C4 6.669 -1.687 -0.556
C5 5.006 0.654 -2.053
N1 4.967 -0.270 -3.016
C6 3.700 -0.389 -3.535
C7 2.910 0.468 -2.869
C8 1.447 0.697 -2.998
I1 1.001 1.112 -5.038
C9 0.690 -0.547 -2.386
C10 -0.047 -0.169 -1.092
I2 -0.598 -1.553 -3.739
N2 3.755 1.112 -1.977
O1 3.402 2.080 -1.094
N3 2.582 3.269 -1.801
O2 3.049 3.593 -2.771
H1 4.520 -0.046 0.670
H2 5.095 0.507 2.233
H3 3.935 1.473 1.297
H4 6.885 1.447 1.134
H5 5.785 2.676 0.568
H6 8.217 -0.217 -0.251
H7 7.890 -0.598 -1.944
H8 6.093 -1.553 0.357
H9 7.398 -2.472 -0.344
H10 6.036 -2.082 -1.349
H11 5.745 -0.812 -3.356
H12 3.432 -1.067 -4.326
H13 1.106 1.563 -2.443
H14 1.449 -1.284 -2.138
H15 0.421 0.725 -0.669
H16 -1.108 -0.008 -1.248
H17 0.086 -0.960 -0.359
C11 -4.028 -0.944 1.020
C12 -3.145 -1.959 0.333
O3 -1.937 -1.998 0.526
N4 -3.738 -2.833 -0.516
C13 -5.142 -2.933 -0.869
H18 -3.407 -0.325 1.659
H19 -4.527 -0.305 0.290
H20 -4.781 -1.438 1.636
H21 -3.095 -3.483 -0.941
H22 -5.532 -3.916 -0.603
H23 -5.277 -2.789 -1.941
H24 -5.719 -2.179 -0.345
C14 -7.032 2.850 4.255
C15 -7.007 1.972 3.026
O4 -6.848 2.427 1.906
N5 -7.166 0.633 3.210
C16 -7.359 -0.094 4.450
H25 -6.891 3.878 3.937
H26 -7.987 2.768 4.774
H27 -6.231 2.580 4.944
H28 -7.142 0.112 2.347
H29 -6.556 -0.818 4.599
H30 -8.305 -0.636 4.432
H31 -7.368 0.590 5.291



This record from OMol25 describes C38H39InNO6P2SSeSi as an isolated structure. The level of theory is ωB97M-V with the def2-TZVPD basis set.

Its net charge is -1. The value obtained for the total energy is -5939.7460 Eh. The highest occupied orbital energy comes out at -0.1769 Ha. For the molecular weight, the calculation gives 921.6 g mol⁻¹.

CARTESIAN COORDINATES (ANGSTROEM)
In1 1.218 -1.330 1.232
C1 1.612 1.132 4.333
C2 1.728 -0.180 3.980
C3 2.570 -0.266 2.790
C4 2.989 1.099 2.516
C5 2.397 1.929 3.423
H1 1.034 1.528 5.156
H2 1.320 -1.040 4.488
H3 3.276 -1.086 2.682
H4 3.696 1.376 1.746
H5 2.513 3.006 3.480
C6 0.946 -5.227 -3.424
Si1 0.290 -5.684 -1.721
C7 1.649 -6.174 -0.548
C8 -0.881 -7.143 -1.955
C9 -0.732 -4.267 -1.030
C10 -2.061 -4.427 -0.670
C11 -2.756 -3.434 0.016
C12 -2.065 -2.297 0.370
N1 -0.798 -2.101 0.019
C13 -0.136 -3.041 -0.670
S1 1.525 -2.609 -0.995
H6 1.403 -6.089 -3.916
H7 1.696 -4.439 -3.341
H8 0.139 -4.860 -4.062
H9 1.997 -7.191 -0.746
H10 1.279 -6.111 0.480
H11 2.492 -5.487 -0.622
H12 -0.356 -7.964 -2.447
H13 -1.743 -6.881 -2.573
H14 -1.247 -7.512 -0.995
H15 -2.564 -5.361 -0.894
H16 -3.782 -3.574 0.325
H17 -2.510 -1.513 0.972
O1 -0.535 0.197 0.992
P1 -0.851 1.649 1.039
C14 0.567 2.679 0.558
P2 1.463 1.794 -0.750
O2 2.024 0.484 -0.331
C15 2.729 2.916 -1.391
C16 3.692 2.316 -2.205
C17 4.709 3.078 -2.755
C18 4.775 4.441 -2.492
C19 3.828 5.039 -1.677
C20 2.806 4.277 -1.126
C21 0.257 1.594 -2.074
C22 -0.296 2.692 -2.732
C23 -1.237 2.496 -3.727
C24 -1.617 1.202 -4.071
C25 -1.057 0.111 -3.425
C26 -0.116 0.301 -2.421
C27 -1.412 2.204 2.657
C28 -1.972 1.231 3.480
C29 -2.477 1.586 4.721
C30 -2.418 2.907 5.141
C31 -1.847 3.877 4.327
C32 -1.342 3.526 3.085
C33 -2.177 2.079 -0.111
C34 -2.678 3.373 -0.224
C35 -3.712 3.641 -1.106
C36 -4.249 2.615 -1.875
C37 -3.754 1.325 -1.762
C38 -2.718 1.054 -0.877
H18 1.220 2.719 1.439
H19 0.273 3.676 0.230
H20 3.641 1.249 -2.383
H21 5.455 2.609 -3.382
H22 5.574 5.035 -2.916
H23 3.888 6.098 -1.462
H24 2.078 4.754 -0.482
H25 0.009 3.699 -2.465
H26 -1.673 3.345 -4.238
H27 -2.355 1.050 -4.848
H28 -1.349 -0.895 -3.699
H29 0.332 -0.542 -1.906
H30 -1.972 0.199 3.152
H31 -2.894 0.827 5.369
H32 -2.800 3.183 6.115
H33 -1.785 4.903 4.665
H34 -0.866 4.278 2.466
H35 -2.269 4.174 0.382
H36 -4.102 4.646 -1.195
H37 -5.057 2.826 -2.564
H38 -4.168 0.529 -2.367
H39 -2.311 0.055 -0.780
O3 2.226 -3.190 2.027
Se1 0.922 -3.650 2.969
O4 0.251 -5.013 2.414
O5 -0.099 -2.340 2.653
O6 1.305 -3.686 4.537